Entry 1:
Below is C22H24N4O2 in the gas phase, with properties calculated with ωB97M-V/def2-TZVPD.

Summary:
**LUMO**: 0.71 eV
**HOMO level**: -0.30546 Ha
**Relative energy (zero: lowest compared OMol25 entry of this formula, charge and spin)**: 0.269 eV
**SMILES**: O=C(Cn1c(CC(=O)N2CCCC2)nc2ccccc21)NCc1ccccc1

The geometry in ORCA input format:
```
! wB97M-V def2-TZVPD RIJCOSX def2/J DEFGRID3
* xyz 0 1
O -2.23196 0.31076 3.44196
C -2.31513 0.12760 2.24607
C -2.42911 -1.28454 1.63946
N -1.16230 -1.58896 1.02146
C -0.84987 -1.77503 -0.29726
C -1.84001 -1.72597 -1.40866
C -1.79154 -0.30591 -1.96958
O -2.49209 0.57946 -1.48827
N -0.93587 -0.07843 -2.96409
C -0.74546 1.25495 -3.51024
C 0.72528 1.26641 -3.90339
C 0.92858 -0.15890 -4.41414
C 0.06226 -1.00591 -3.47692
N 0.42697 -1.95182 -0.50622
C 1.02328 -1.88432 0.72704
C 2.35887 -2.00803 1.09029
C 2.66669 -1.88969 2.42812
C 1.68156 -1.65341 3.38883
C 0.34963 -1.53104 3.04992
C 0.03439 -1.64916 1.70604
N -2.25843 1.09191 1.31500
C -1.60935 2.35838 1.60864
C -0.11875 2.12265 1.55175
C 0.64065 2.06492 2.71079
C 1.97945 1.71811 2.65254
C 2.56732 1.41397 1.43791
C 1.81410 1.46340 0.27731
C 0.47927 1.81678 0.33460
H -3.23093 -1.32091 0.90177
H -2.62912 -2.00201 2.44123
H -1.57422 -2.46131 -2.16426
H -2.85005 -1.92018 -1.04821
H -1.01870 2.00466 -2.76680
H -1.38936 1.38800 -4.38744
H 0.95068 2.02129 -4.65307
H 1.34441 1.44503 -3.02407
H 1.97054 -0.46921 -4.39059
H 0.56695 -0.23801 -5.44029
H -0.41430 -1.83162 -4.01363
H 0.63891 -1.41299 -2.63929
H 3.11602 -2.19012 0.34430
H 3.69499 -1.97976 2.74669
H 1.97086 -1.56393 4.42521
H -0.40530 -1.33328 3.79367
H -2.35570 0.85612 0.32923
H -1.93441 3.09198 0.86900
H -1.91079 2.67737 2.60832
H 0.17630 2.27729 3.66203
H 2.56197 1.67265 3.56058
H 3.60823 1.13062 1.39488
H 2.26886 1.21392 -0.67041
H -0.11427 1.84622 -0.56784
*
```

Partial charges, natural (NBO), in e:
1. O -0.6251
2. C 0.6730
3. C -0.3012
4. N -0.3535
5. C 0.4096
6. C -0.5334
7. C 0.7155
8. O -0.6858
9. N -0.4140
10. C -0.2170
11. C -0.4069
12. C -0.4075
13. C -0.2457
14. N -0.5153
15. C 0.1705
16. C -0.2219
17. C -0.2270
18. C -0.2148
19. C -0.2278
20. C 0.0805
21. N -0.6277
22. C -0.2454
23. C -0.0461
24. C -0.2018
25. C -0.2015
26. C -0.2125
27. C -0.2160
28. C -0.1783
29. H 0.2275
30. H 0.2286
31. H 0.2492
32. H 0.2410
33. H 0.2308
34. H 0.1935
35. H 0.2205
36. H 0.2057
37. H 0.2224
38. H 0.2026
39. H 0.1947
40. H 0.2556
41. H 0.2165
42. H 0.2107
43. H 0.2134
44. H 0.2428
45. H 0.4365
46. H 0.2128
47. H 0.2269
48. H 0.2189
49. H 0.2127
50. H 0.2127
51. H 0.2055
52. H 0.1958



Entry 2:
Below is a molecular structure, C4H12N2O, with properties calculated with ωB97M-V/def2-TZVPD.

Summary:
**LUMO**: 0.44 eV
**HOMO level**: -0.34954 Ha
**Relative energy (zero: lowest compared OMol25 entry of this formula, charge and spin)**: 3.945 eV

The geometry in ORCA input format:
```
! wB97M-V def2-TZVPD RIJCOSX def2/J DEFGRID3
* xyz 0 1
C 1.41816 -1.79524 -0.27741
C 2.13269 -0.41941 0.02657
C 1.82448 1.93189 -0.00066
C -2.68119 -0.20484 0.74872
H 0.36921 -1.71555 -0.70915
H 1.20896 -2.55103 0.65417
H 2.08680 -2.46980 -0.76676
H 0.35936 0.48498 -0.33127
H 2.71869 2.22899 -0.58336
H 1.14602 2.58307 -0.41140
H 2.06270 2.12161 0.97940
H -2.83372 -0.50158 -1.27780
H -3.80999 0.83379 -0.60877
H -1.75197 0.33284 1.38253
H -3.80178 -0.07362 1.25257
H -2.52569 -1.39643 0.50876
N 1.31494 0.60454 -0.14292
N -2.63350 0.33415 -0.67499
O 3.39582 -0.32834 0.23179
*
```

Partial charges, natural (NBO), in e:
1. C -0.7218
2. C 0.6664
3. C -0.4127
4. C -0.4546
5. H 0.2095
6. H 0.2303
7. H 0.2451
8. H 0.4085
9. H 0.2137
10. H 0.2012
11. H 0.2001
12. H 0.3498
13. H 0.3391
14. H 0.2064
15. H 0.1981
16. H 0.1922
17. N -0.5917
18. N -0.8293
19. O -0.6505



Entry 3:
Below is C2H4N4O in the gas phase, with properties calculated with ωB97M-V/def2-TZVPD.

Summary:
**LUMO**: 0.83 eV
**HOMO level**: -0.33333 Ha
**Relative energy (zero: lowest compared OMol25 entry of this formula, charge and spin)**: 3.374 eV

The geometry in ORCA input format:
```
! wB97M-V def2-TZVPD RIJCOSX def2/J DEFGRID3
* xyz 0 1
N -1.60372 -0.56351 -1.26827
C -0.52938 -0.33952 -0.50379
N -0.55095 0.44119 0.71380
N 0.30328 -0.43354 1.64645
C 0.92121 0.13835 0.52926
O 1.94459 1.00167 0.64126
N 0.72447 -0.60996 -0.69775
H -2.49987 -0.20226 -0.98838
H -1.45160 -0.79418 -2.23773
H 0.46562 0.21614 2.42255
H 2.27635 1.14562 -0.25742
*
```

Partial charges, natural (NBO), in e:
1. N -0.7818
2. C 0.5616
3. N -0.3912
4. N -0.4378
5. C 0.6101
6. O -0.6615
7. N -0.5828
8. H 0.4121
9. H 0.4105
10. H 0.3596
11. H 0.5013



Entry 4:
Below is C2H5N3OS in the gas phase, with properties calculated with ωB97M-V/def2-TZVPD.

Summary:
**LUMO**: 0.61 eV
**HOMO level**: -0.34451 Ha
**Relative energy (zero: lowest compared OMol25 entry of this formula, charge and spin)**: 4.189 eV

The geometry in ORCA input format:
```
! wB97M-V def2-TZVPD RIJCOSX def2/J DEFGRID3
* xyz 0 1
C -0.57787 0.27509 0.15925
C -0.02248 -1.02420 0.42222
N -1.57182 0.97013 0.18822
N 0.99185 1.24668 -0.60150
N 1.05315 -1.21415 -0.50814
O 2.49753 0.32746 1.18892
S 2.23089 0.19338 -0.24999
H 0.48730 -1.10386 1.48504
H -0.72474 -1.87216 0.36204
H -1.48160 2.00616 0.11778
H 1.09053 2.10286 -0.16220
H 0.68383 -0.91428 -1.45514
*
```

Partial charges, natural (NBO), in e:
1. C 0.5577
2. C -0.4111
3. N -0.6047
4. N -1.0209
5. N -0.7557
6. O -0.9625
7. S 1.5107
8. H 0.2817
9. H 0.2705
10. H 0.4056
11. H 0.3653
12. H 0.3635